# C28H86BrClF3NO28

A cluster of 23 separate species, C28H86BrClF3NO28 in total (the ωB97M-V functional and the def2-TZVPD basis, the OMol25 dataset).

Last column: Mulliken charge in e.
Geometry (Å):
C 1.44881 -2.54847 1.08838  -1.160
N 0.63523 -1.80485 0.13429  -0.061
C 1.24053 -1.33733 -1.12544  2.074
C 0.11682 -1.62124 -2.14136  -3.248
O 0.35015 -1.10055 -3.42529  0.168
C -0.82566 -1.26922 -4.22131  -1.351
C 2.49268 -2.09613 -1.60359  -1.677
C 2.37589 -3.62214 -1.73077  0.080
O 3.64725 -4.19677 -1.39269  -0.693
C 1.98993 -4.15553 -3.12779  0.545
F 2.00389 -3.24905 -4.09908  -0.265
F 2.85333 -5.11446 -3.49824  -0.338
F 0.77868 -4.77942 -3.11151  -0.210
C 1.48100 0.22968 -1.00436  0.786
C 1.94947 0.67829 0.39008  -0.464
C 3.33561 0.27834 0.83163  -0.277
O 4.36044 0.27109 0.22008  -0.470
Br 3.46010 -0.24235 2.76366  -0.237
C 2.49571 0.75680 -2.06731  -1.421
C 2.67286 2.25999 -1.99842  -0.857
C 1.76806 3.10429 -2.59517  0.534
C 1.89614 4.46361 -2.58436  -1.274
C 2.98152 5.05047 -1.97272  -0.353
C 3.88502 4.22440 -1.36134  -1.109
C 3.74306 2.86084 -1.37857  -0.165
O 0.28107 0.89330 -1.41244  -0.188
C -0.68873 1.14109 -0.41502  1.132
C -0.59792 2.57785 0.18776  -0.907
C -0.53906 2.53238 1.75126  -1.215
C 0.46320 3.53252 2.32868  -0.401
Cl 0.94027 2.95791 3.99512  -0.281
C -2.06889 1.03186 -1.11271  -1.661
C -3.17506 0.57900 -0.14933  -0.299
C -4.52829 0.75470 -0.86674  -0.817
C -5.74047 0.32258 -0.00518  -0.747
C -6.78915 -0.28115 -0.98268  -0.386
O -7.71546 0.74048 -1.44210  -0.158
C -8.88970 0.23323 -1.86808  0.769
C -10.12027 1.04439 -1.56550  -1.069
O -8.98572 -0.81654 -2.48630  -0.566
H 2.51833 -2.34942 1.09167  0.250
H 1.09961 -2.32478 2.10136  0.303
H 1.32008 -3.62254 0.98935  0.277
H -0.17858 -2.37486 -0.05104  0.514
H -0.02847 -2.70853 -2.24274  1.010
H -0.81433 -1.26585 -1.68911  0.893
H -0.64368 -2.08882 -4.92534  0.244
H -1.05894 -0.33154 -4.72614  0.499
H -1.69883 -1.54564 -3.64216  0.256
H 3.30483 -1.91949 -0.89602  0.690
H 2.87971 -1.71777 -2.54813  0.838
H 1.67553 -4.05393 -1.01934  0.316
H 3.64705 -4.20822 -0.42949  0.444
H 1.93224 1.77362 0.40106  0.114
H 1.27063 0.39342 1.18964  0.954
H 3.46053 0.25770 -2.01721  0.850
H 2.09940 0.55337 -3.06403  0.773
H 0.90868 2.68384 -3.10125  0.352
H 1.17365 5.09628 -3.08338  0.493
H 3.10278 6.12702 -1.98807  0.430
H 4.75504 4.65947 -0.88218  0.385
H 4.51039 2.27278 -0.89137  0.580
H -0.73449 0.42461 0.40662  0.238
H 0.33899 3.04671 -0.11953  0.096
H -1.46477 3.18367 -0.05700  0.793
H -0.34679 1.53318 2.14074  0.393
H -1.52698 2.81157 2.12801  0.699
H 1.38429 3.55270 1.75287  0.097
H 0.01803 4.50765 2.48893  0.494
H -2.01515 0.39455 -1.99802  0.202
H -2.39109 2.00062 -1.50264  0.796
H -3.17847 1.25455 0.71290  0.051
H -3.05044 -0.46596 0.14158  0.346
H -4.65298 1.80097 -1.15205  0.278
H -4.44142 0.18718 -1.79754  0.377
H -6.20145 1.24248 0.36122  0.248
H -5.48109 -0.35238 0.81532  0.503
H -6.29285 -0.69422 -1.86076  0.046
H -7.36495 -1.09356 -0.54900  0.570
H -10.70783 1.14622 -2.47178  0.298
H -10.72862 0.56008 -0.80963  0.298
H -9.87368 2.03384 -1.17414  0.292
O 1.53019 -1.62390 -7.06108  -0.668
H 2.07970 -2.28062 -7.49923  0.296
H 1.42014 -1.96776 -6.16842  0.355
O 2.43717 8.13089 -3.09172  -0.601
H 2.00953 8.61735 -3.80326  0.290
H 2.71094 8.81356 -2.47089  0.288
O -12.91234 0.02839 -1.17002  -0.607
H -13.74256 0.50384 -1.27603  0.298
H -13.03356 -0.77629 -1.68482  0.309
O -7.98679 3.83826 -2.66062  -0.650
H -7.89056 2.94580 -2.30627  0.364
H -8.74899 4.19890 -2.19838  0.312
O 2.21364 0.52412 5.76373  -0.577
H 3.13903 0.73354 5.60314  0.304
H 1.74659 0.97654 5.05284  0.255
O 5.47572 -3.18811 3.41901  -0.594
H 4.99274 -3.26151 4.25288  0.299
H 5.12197 -2.38782 3.01674  0.182
O 0.72573 3.99365 7.10339  -0.619
H 0.69158 3.74991 6.16794  0.338
H 0.09043 3.40744 7.52505  0.306
O 3.58399 4.72563 6.59480  -0.636
H 4.12636 4.93204 7.36467  0.335
H 2.83787 4.22778 6.95392  0.328
O 5.66569 5.95669 8.85411  -0.661
H 5.25995 5.96269 9.72626  0.327
H 5.30705 6.74135 8.41863  0.345
O 5.28103 8.53911 7.16678  -0.643
H 6.19520 8.68954 6.90600  0.314
H 4.76097 8.94988 6.46980  0.312
O -0.34464 -4.56406 0.05546  -0.570
H -0.33364 -4.69310 -0.89964  0.015
H -0.98318 -5.21788 0.36358  0.309
O 3.01409 -3.66214 4.70261  -0.568
H 2.95279 -4.54880 4.33089  0.369
H 2.24542 -3.59768 5.28956  0.262
O 0.63431 1.47099 -5.33476  -0.555
H 0.72285 0.54451 -5.57993  0.261
H 1.28652 1.92317 -5.88536  0.263
O 0.74323 -3.90902 6.57836  -0.606
H 1.04341 -4.19874 7.44641  0.303
H -0.12646 -3.53022 6.73659  0.290
O 8.14950 -5.01532 4.07165  -0.637
H 7.29809 -4.61232 3.86834  0.312
H 8.14346 -5.84322 3.57600  0.347
O -2.51592 -3.54798 -3.03665  -0.453
H -3.38450 -3.15889 -3.18716  0.222
H -2.52633 -4.35342 -3.56476  0.260
O -5.82916 -0.68570 -4.74117  -0.630
H -5.88095 -1.56964 -5.11707  0.299
H -6.55955 -0.65638 -4.11100  0.315
O 4.66853 -5.70532 6.28384  -0.634
H 5.59585 -5.50800 6.11122  0.306
H 4.18822 -5.23524 5.59020  0.334
O -1.60532 -6.79061 -1.90116  -0.609
H -1.52658 -7.71244 -2.16678  0.305
H -0.96105 -6.33482 -2.45507  0.292
O 9.12407 -6.96044 1.91850  -0.629
H 9.41743 -7.65234 1.31865  0.301
H 9.85812 -6.33699 1.93940  0.318
O 2.24771 3.35950 -7.55399  -0.573
H 3.16554 3.59159 -7.72475  0.291
H 1.75287 3.82671 -8.23368  0.283
O -6.23573 -2.30545 1.12652  -0.606
H -6.27930 -3.20202 0.77606  0.278
H -6.95158 -2.27799 1.77112  0.292

Calculated values
E_LUMO = -0.0044 Eh
E = -179968.4369 eV
total charge = 0

# C28H86N4O19

A cluster of 13 separate species, C28H86N4O19 in total (the ωB97M-V functional and the def2-TZVPD basis, the OMol25 dataset).

Last column: Mulliken charge in e.
Geometry (Å):
C -3.33950 -1.15827 5.36206  -0.622
C -2.33417 -1.88749 4.59491  0.350
O -1.05409 -1.45327 4.91398  -0.630
O -4.06381 -0.13543 4.58453  -0.554
H -2.82307 -0.71326 6.21521  0.387
H -4.14414 -1.82270 5.81573  0.312
H -2.61193 -1.82786 3.50256  -0.367
H -2.37410 -2.97796 4.85288  0.408
H -0.49256 -1.86752 4.22759  0.444
H -3.73110 0.71609 4.80833  0.375
C -1.10427 2.72481 4.50784  0.140
C 0.26902 2.64763 5.09665  -0.707
O 1.19562 1.82965 4.42347  -0.521
O -2.01600 1.68705 4.86094  -0.506
H -1.04238 2.75314 3.37602  -0.281
H -1.53974 3.68452 4.90507  0.393
H 0.00618 2.24267 6.05750  0.467
H 0.65114 3.65185 5.27734  0.363
H 1.33772 2.35511 3.61965  0.137
H -1.68671 0.88345 4.46042  0.200
C -2.99551 1.38563 -3.38782  0.588
C -3.11452 0.00822 -3.88488  -0.617
O -2.77630 -0.01883 -5.28880  -0.643
O -1.58085 1.70614 -3.53878  -0.547
H -3.18915 1.56140 -2.32003  -0.259
H -3.61161 2.01688 -3.97819  0.370
H -4.13408 -0.37344 -3.73790  0.397
H -2.48717 -0.73757 -3.36699  0.141
H -1.86175 0.27575 -5.35776  0.357
H -1.59109 2.67296 -3.35865  0.201
C 2.42177 4.94383 -2.58675  -0.527
C 1.23835 4.43131 -1.92895  0.615
O 0.02933 4.96500 -2.49873  -0.538
O 2.30338 6.36386 -2.79256  -0.584
H 2.66059 4.46144 -3.55663  0.283
H 3.32632 4.65973 -2.03972  0.322
H 1.25547 4.73731 -0.90799  0.015
H 1.18192 3.35000 -2.02149  -0.280
H 0.23993 5.88993 -2.63987  0.350
H 3.15444 6.71606 -3.06067  0.310
C 3.80366 -0.37909 -1.94330  0.321
C 3.64648 0.19879 -3.32362  -0.281
O 4.51223 -0.57622 -4.20621  -0.655
O 2.85928 0.10070 -1.03010  0.382
H 4.79658 -0.18761 -1.51580  0.488
H 3.66093 -1.46181 -2.10487  -0.548
H 3.93856 1.25128 -3.40551  0.364
H 2.55039 0.08047 -3.60103  -0.011
H 4.21071 -1.49111 -4.16888  0.338
H 1.91019 -0.16274 -1.32651  -0.179
C 4.20229 2.29168 0.81624  -0.542
C 3.25811 2.05899 1.99646  0.233
O 2.30295 3.08741 2.04843  -0.789
O 3.53361 2.78421 -0.40522  -0.452
H 4.60327 1.30623 0.60405  0.107
H 5.01501 2.99472 1.05428  0.414
H 3.79858 2.23320 2.90210  0.558
H 2.78756 1.14499 1.79622  -0.214
H 2.15947 3.38255 1.10743  0.347
H 3.31685 1.98459 -0.94840  -0.001
O -2.69512 -3.00371 -4.91458  -0.564
H -3.36495 -3.70078 -5.07622  0.261
H -2.95729 -2.30380 -5.53040  0.318
O 2.57532 -0.52803 4.61208  -0.591
H 1.96115 0.27741 4.72486  0.510
H 2.39776 -1.07783 5.40704  0.302
O -5.61567 -1.10644 2.60514  -0.637
H -4.93306 -0.86724 3.27818  0.426
H -6.43422 -0.96566 3.04105  0.257
C -2.75220 4.29524 0.55847  -1.729
C -3.29417 3.74885 -0.75220  2.892
C -4.66525 3.19708 -0.59898  -1.345
O -4.56394 1.98664 0.08232  -0.065
C -5.81890 1.53366 0.57167  -0.727
N -3.26673 4.77282 -1.83462  -0.764
H -2.74961 3.40394 1.17933  0.274
H -3.33771 5.03056 1.04192  0.477
H -1.75777 4.72103 0.49064  0.323
H -2.68852 2.88294 -1.12338  -1.603
H -5.23194 3.19331 -1.54919  0.401
H -5.20911 3.89663 0.06564  0.586
H -5.72271 0.48950 0.88965  0.066
H -6.64473 1.74948 -0.10563  0.354
H -5.99160 2.06276 1.52524  0.305
H -3.51447 4.36817 -2.73303  0.291
H -2.39136 5.27789 -1.92462  0.247
C 3.91998 -4.75527 -2.67894  -1.562
C 2.55227 -4.54548 -2.03486  3.048
C 1.57686 -3.99992 -3.02761  -1.370
O 1.95128 -2.78410 -3.62801  -0.040
C 1.03433 -2.35371 -4.60935  -1.072
N 1.90007 -5.72718 -1.49558  -0.657
H 4.22752 -3.94620 -3.32022  0.204
H 3.78288 -5.67944 -3.22187  0.547
H 4.66104 -4.93814 -1.88059  0.307
H 2.66114 -3.77519 -1.21959  -1.829
H 0.62893 -3.88007 -2.55578  0.502
H 1.51610 -4.73601 -3.85949  0.271
H 1.59215 -1.68647 -5.23062  0.327
H 0.18031 -1.73535 -4.25867  0.269
H 0.63304 -3.12390 -5.22969  0.434
H 2.31325 -6.59407 -1.86913  0.270
H 1.97608 -5.75713 -0.49806  0.237
C 1.04982 -4.86369 2.12144  -1.557
C 1.58454 -3.51569 2.49933  -0.252
C 2.66655 -3.02922 1.49024  0.866
O 3.67999 -4.03589 1.41865  -0.423
C 4.90328 -3.59268 0.82808  -0.694
N 0.51301 -2.49371 2.60416  -0.377
H 0.54791 -4.89930 1.12802  0.153
H 0.33438 -5.26387 2.81306  0.443
H 1.92663 -5.56853 2.08878  0.390
H 1.96999 -3.52461 3.50433  0.453
H 3.09761 -2.00892 1.82800  0.231
H 2.24777 -2.90341 0.41870  -0.379
H 5.52409 -4.48645 0.76353  0.304
H 5.40565 -2.92109 1.51717  0.373
H 4.87581 -3.11717 -0.17525  0.128
H 0.88244 -1.58122 2.90006  0.511
H 0.04042 -2.34462 1.73731  -0.023
C 0.03344 1.59740 0.18163  0.556
C -0.12996 0.06580 0.05183  1.920
C -1.61916 -0.23256 0.38193  -0.432
O -1.75445 -1.58247 0.05221  0.103
C -3.02843 -2.18303 0.30428  -0.979
N 0.17131 -0.18959 -1.36465  0.210
H 0.96635 1.94309 -0.25895  -0.873
H -0.08824 1.92437 1.14553  0.599
H -0.69162 2.12607 -0.39231  -0.871
H 0.48488 -0.40771 0.82407  -0.799
H -2.33659 0.40316 -0.14846  0.218
H -1.75655 -0.10333 1.48777  -0.124
H -3.12752 -2.96980 -0.45394  0.170
H -3.81538 -1.45147 0.26616  0.314
H -3.02281 -2.73255 1.23379  0.299
H -0.21948 -0.99633 -1.84430  0.059
H -0.19440 0.63314 -1.81977  -0.289

Calculated values
E_LUMO = 0.0193 Eh
E = -75288.5758 eV
total charge = 0

Molar mass for the records above, in order: 1057.33; 783.00 g mol⁻¹
HOMO-LUMO gap for the records above, in order: 8.39; 9.67 eV